ORCA calculation (ωB97M-V/def2-TZVPD) on a structure of composition C4H3F at a distorted geometry.

For the energy, the calculation gives -253.89466 Ha. For the frontier orbital gap, the calculation gives 0.3696 Ha. As for the LUMO energy: 0.62 eV. The value obtained for the HOMO energy is -0.347 hartree. For the largest force on an atom, the calculation gives 0.0898 hartree/bohr.

Structure (XYZ):
```
8
Properties=species:S:1:pos:R:3:forces:R:3
C -1.21365 0.38825 0.03836 -2.510 0.988 0.889
C 0.06182 0.78959 -0.14208 -0.238 2.160 2.974
C 1.34446 0.08307 -0.19323 2.830 -1.510 1.223
C 2.45643 -0.45304 0.04393 -0.765 0.972 1.207
H -2.09626 1.03463 0.35294 2.081 0.262 -0.504
H 0.06397 1.99205 0.49921 0.347 -3.711 -2.647
H 3.51657 -0.84834 0.59427 -3.781 1.284 -2.320
F -1.93096 -0.78062 0.00797 2.036 -0.445 -0.823
```
Forces are in eV/Å.

---

ORCA calculation (ωB97M-V/def2-TZVPD) on a structure of composition C36H30AsCl5F5NaPS at a distorted geometry.

For the energy, the calculation gives -7327.77921 Ha. For the frontier orbital gap, the calculation gives 0.2607 Ha. As for the LUMO energy: 2.11 eV. Its charge is -1. The value obtained for the HOMO energy is -0.183 hartree. For the largest force on an atom, the calculation gives 0.0257 hartree/bohr.

Structure (XYZ):
```
80
Properties=species:S:1:pos:R:3:forces:R:3
Na 0.50832 -0.25453 0.38550 0.000 0.644 -1.157
Cl 2.42288 1.69978 -0.08161 0.194 -0.079 -0.236
C 2.48550 0.63971 -1.51652 0.018 -0.114 -0.249
C 1.34325 -0.08304 -1.81930 0.449 -0.057 -0.446
C 1.46979 -0.88311 -2.94406 0.008 0.082 -0.019
Cl 0.07544 -1.85321 -3.48568 0.162 0.173 0.187
C 2.62686 -0.98575 -3.71780 -0.103 -0.011 0.003
Cl 2.69985 -2.02069 -5.11023 0.073 0.075 0.061
C 3.74756 -0.23276 -3.36022 -0.141 -0.022 0.050
Cl 5.19641 -0.32627 -4.29678 0.001 0.017 0.020
C 3.67905 0.59721 -2.24402 -0.111 0.150 0.167
Cl 5.05126 1.55985 -1.79548 -0.047 -0.072 -0.039
C -3.11304 -2.28439 -2.07780 -0.004 0.248 0.032
C -4.45728 -2.92619 -1.77379 0.093 0.124 -0.017
As -5.29636 -3.59142 -3.41281 0.026 -0.078 -0.114
C -5.65864 -1.84407 -4.21426 -0.086 0.092 -0.003
C -5.03453 -1.51833 -5.41500 -0.039 0.143 -0.003
C -5.23640 -0.27201 -6.00517 -0.059 -0.022 0.106
C -6.07632 0.65347 -5.39798 0.029 -0.095 0.044
C -6.70767 0.33361 -4.19796 0.071 -0.069 -0.016
C -6.49549 -0.90650 -3.60704 0.017 0.085 -0.108
C -7.08338 -3.90720 -2.69153 -0.066 -0.006 0.037
C -7.33026 -4.07374 -1.33098 -0.135 -0.030 0.003
C -8.62429 -4.32148 -0.87333 0.061 0.020 -0.116
C -9.67926 -4.40302 -1.77243 0.093 0.023 -0.059
C -9.43697 -4.24245 -3.13526 0.034 -0.011 0.105
C -8.14725 -4.00315 -3.58827 -0.124 -0.016 0.105
P -2.23224 -1.43216 -0.67533 -0.276 -0.192 0.352
C -3.52438 -0.27287 -0.06413 -0.087 -0.040 0.002
C -3.76427 -0.05442 1.29542 0.062 0.107 0.071
C -4.66029 0.92758 1.71189 0.103 -0.061 -0.051
C -5.32091 1.72168 0.78183 0.023 -0.104 -0.029
C -5.07207 1.53078 -0.57224 0.078 -0.083 -0.002
C -4.17976 0.54674 -0.98704 -0.102 0.036 -0.007
C -2.26779 -2.83322 0.51964 -0.001 -0.002 0.061
C -3.31693 -3.17566 1.37475 -0.069 -0.082 -0.019
C -3.23296 -4.29812 2.18993 0.107 0.015 -0.077
C -2.09802 -5.10409 2.15625 -0.055 0.122 -0.022
C -1.04904 -4.77558 1.31065 -0.001 0.068 -0.010
C -1.13310 -3.64265 0.50858 0.018 -0.085 0.029
H -3.19403 -1.55727 -2.88946 -0.007 0.052 -0.039
H -2.40324 -3.03355 -2.42666 0.100 -0.079 -0.049
H -5.14553 -2.22852 -1.29461 0.012 0.094 0.035
H -4.32787 -3.77929 -1.11484 0.059 -0.104 0.158
H -4.37891 -2.23917 -5.89101 -0.011 0.012 0.001
H -4.73858 -0.02717 -6.93639 -0.017 -0.012 0.045
H -6.23717 1.62367 -5.85530 0.006 -0.060 0.027
H -7.36449 1.05265 -3.72001 0.045 -0.034 -0.023
H -6.99034 -1.14525 -2.67011 0.034 0.006 -0.052
H -6.51961 -4.00639 -0.61256 -0.083 -0.005 -0.057
H -8.80311 -4.44317 0.18903 0.006 0.001 -0.046
H -10.68622 -4.58851 -1.41594 0.052 0.006 -0.021
H -10.25469 -4.30392 -3.84421 0.020 0.001 0.031
H -7.96935 -3.87336 -4.65088 0.002 -0.005 0.016
H -3.22194 -0.63370 2.03836 -0.074 0.128 -0.112
H -4.83104 1.07718 2.77378 0.024 -0.017 -0.089
H -6.02069 2.48362 1.10825 0.053 -0.033 -0.013
H -5.56856 2.15116 -1.31208 0.032 -0.053 0.038
H -3.99258 0.42664 -2.05064 -0.022 -0.011 0.050
H -4.20955 -2.55932 1.41177 0.059 -0.092 -0.027
H -4.05323 -4.54132 2.85743 0.048 0.017 -0.042
H -2.02520 -5.96898 2.80509 -0.011 0.018 -0.031
H -0.14730 -5.37931 1.29613 -0.090 0.062 -0.005
H -0.29628 -3.37680 -0.13085 -0.016 -0.011 0.035
C -0.93391 3.02490 -1.36395 0.030 -0.056 -0.083
S -1.04706 2.48810 0.34877 0.049 -0.027 -0.012
C -2.18845 3.72034 0.98911 -0.109 -0.004 0.001
H -0.52605 4.03561 -1.43753 -0.020 -0.065 0.001
H -1.91575 2.97999 -1.84447 0.090 0.007 0.035
H -0.25888 2.32359 -1.86611 -0.104 0.097 0.084
H -3.10653 3.73696 0.39739 0.050 0.002 0.056
H -1.72766 4.70985 0.99712 -0.037 -0.027 -0.005
H -2.44001 3.43339 2.01170 0.036 0.020 -0.085
F 1.32192 -1.61590 1.70987 -0.007 -0.312 0.755
C 0.31826 -1.41878 2.75118 -0.264 -0.063 0.070
F -0.64824 -0.58955 1.99178 -0.142 -0.248 0.887
C 0.96749 -0.35771 3.66102 -0.021 -0.053 -0.411
F 0.03670 0.46655 4.18530 0.153 -0.138 0.094
F 1.59685 -0.96272 4.68449 0.081 0.086 0.034
F 1.90321 0.44407 3.06972 -0.216 0.010 0.111
```
Forces are in eV/Å.

---

ORCA calculation (ωB97M-V/def2-TZVPD) on a structure of composition C33H32NO5P2SeY at a distorted geometry.

For the energy, the calculation gives -4830.19303 Ha. For the frontier orbital gap, the calculation gives 0.2841 Ha. As for the LUMO energy: 0.22 eV. The value obtained for the HOMO energy is -0.276 hartree. For the largest force on an atom, the calculation gives 0.0531 hartree/bohr.

Structure (XYZ):
```
75
Properties=species:S:1:pos:R:3:forces:R:3
Y -0.73164 0.23161 0.01374 -0.689 -1.718 0.319
C 1.08440 0.52610 3.02084 0.077 -0.108 -0.111
P 0.53805 1.83153 1.84278 0.709 0.479 0.590
C 2.14509 2.38805 1.18511 0.067 0.032 -0.043
C 2.43215 2.16716 -0.16058 0.061 0.122 0.079
C 3.69043 2.44450 -0.68124 -0.031 0.011 0.067
C 4.67401 2.96690 0.14281 0.031 0.048 0.090
C 4.39731 3.21513 1.48516 -0.078 -0.029 -0.041
C 3.14264 2.92085 2.00280 0.124 -0.058 0.068
C -0.12411 3.13436 2.91597 -0.236 0.141 -0.101
C -1.27463 2.84196 3.65098 0.000 0.091 0.106
C -1.89555 3.81764 4.42051 0.089 -0.055 -0.063
C -1.37343 5.10509 4.45560 0.051 -0.004 -0.035
C -0.23949 5.40967 3.71355 -0.009 -0.090 -0.015
C 0.37681 4.43054 2.93968 0.044 0.186 0.008
C 1.46334 -0.67302 2.20490 -0.163 -0.263 -0.153
C 2.53934 -1.51354 2.32428 0.120 -0.251 -0.154
C 2.40772 -2.49523 1.28889 0.239 0.075 0.243
C 1.26045 -2.19283 0.60332 -0.238 0.215 0.126
C 0.62217 -2.91473 -0.55164 0.155 0.092 -0.020
P 0.05530 -1.69797 -1.82894 -0.051 -0.674 -0.594
C 1.30227 -1.80431 -3.15149 0.249 0.242 0.122
C 2.65033 -1.74080 -2.78165 0.053 -0.033 -0.018
C 3.64583 -1.74906 -3.75053 -0.080 -0.002 0.034
C 3.30473 -1.80570 -5.09774 -0.030 -0.001 0.025
C 1.96776 -1.84913 -5.47115 -0.059 0.003 0.114
C 0.96609 -1.84256 -4.50243 0.085 -0.023 -0.083
C -1.42813 -2.45133 -2.57178 0.015 -0.256 -0.013
C -2.62501 -1.74410 -2.63528 -0.083 -0.021 -0.083
C -3.77498 -2.34349 -3.14436 0.115 -0.052 0.007
C -3.73116 -3.65562 -3.59406 0.081 -0.040 0.013
C -2.53583 -4.37177 -3.54280 -0.072 0.088 0.026
C -1.39631 -3.76987 -3.03210 0.031 -0.120 -0.045
N 0.65747 -1.06400 1.14509 1.346 -0.751 0.634
H 0.25826 0.31902 3.70391 -0.093 -0.033 0.044
H 1.92247 0.86948 3.61904 0.130 0.049 0.124
H 1.66817 1.81235 -0.83471 -0.223 -0.083 -0.125
H 3.89212 2.26061 -1.73033 -0.024 0.012 0.067
H 5.65648 3.18937 -0.25953 -0.070 -0.009 0.047
H 5.16261 3.63476 2.12901 -0.060 -0.040 -0.041
H 2.94098 3.10180 3.05519 0.034 -0.027 -0.091
H -1.70675 1.84847 3.61131 -0.009 -0.029 -0.028
H -2.79472 3.57910 4.97908 0.092 0.001 -0.052
H -1.85907 5.87282 5.04823 0.042 -0.060 -0.047
H 0.15990 6.41839 3.72340 -0.027 -0.097 -0.019
H 1.23899 4.69075 2.33440 -0.123 -0.009 0.061
H 3.32896 -1.43982 3.06208 -0.092 -0.019 -0.112
H 3.07645 -3.32280 1.07863 -0.096 0.131 0.057
H -0.26458 -3.47657 -0.25318 -0.071 -0.015 0.095
H 1.32909 -3.61504 -0.99176 0.033 -0.116 -0.036
H 2.92457 -1.68680 -1.72990 -0.034 -0.003 -0.087
H 4.68842 -1.70508 -3.45211 -0.107 -0.010 -0.024
H 4.08173 -1.81142 -5.85480 -0.073 0.003 0.060
H 1.69859 -1.88501 -6.52126 0.007 0.002 0.090
H -0.07466 -1.87334 -4.80504 0.059 0.005 0.019
H -2.67552 -0.71463 -2.30347 0.050 0.088 0.014
H -4.69919 -1.77917 -3.19088 0.052 -0.020 -0.013
H -4.62467 -4.12555 -3.98943 0.049 0.040 0.017
H -2.49549 -5.39575 -3.90028 -0.011 0.106 0.040
H -0.46481 -4.32986 -2.99890 -0.086 0.058 0.006
O -0.98277 3.60539 -0.03982 -0.586 -0.625 -0.308
Se -1.95240 2.52984 -0.79080 -1.000 2.403 -0.829
O -3.16476 3.11363 -1.68954 0.723 -0.556 0.577
O -2.51339 1.38512 0.34743 -0.244 0.726 -0.116
O -0.92519 1.49639 -1.67595 -0.247 0.706 -0.365
C -3.05207 -1.87221 2.80870 -0.147 0.152 0.058
C -3.27088 -1.47498 1.38236 -0.177 -0.004 -0.186
C -4.61178 -1.02881 0.89802 -0.084 0.012 0.158
O -2.33273 -1.46648 0.59799 0.393 0.091 -0.096
H -3.89671 -2.43893 3.20223 0.059 0.010 -0.029
H -2.98501 -0.94585 3.39562 -0.038 -0.091 -0.050
H -2.11891 -2.41792 2.91140 0.049 -0.011 -0.004
H -5.41665 -1.27096 1.59077 0.027 0.034 -0.068
H -4.79568 -1.46029 -0.08779 0.005 0.013 0.075
H -4.54285 0.05800 0.76246 -0.006 -0.060 0.019
```
Forces are in eV/Å.

---

ORCA calculation (ωB97M-V/def2-TZVPD) on an isolated molecule of C4H6N2O.

Its structure (SMILES) is Cc1ncc(O)[nH]1. For the energy, the calculation gives -340.77419 Ha. For the frontier orbital gap, the calculation gives 0.3200 Ha. As for the LUMO energy: 0.71 eV. The value obtained for the HOMO energy is -0.294 hartree. For the largest force on an atom, the calculation gives 0.0070 hartree/bohr.

Structure (XYZ):
```
13
Properties=species:S:1:pos:R:3:forces:R:3
C -0.44987 2.14213 0.01560 0.002 -0.006 -0.016
C 0.03841 0.73613 -0.12073 0.059 0.091 0.031
N 1.18802 0.35913 -0.60937 -0.310 0.082 0.066
C 1.23363 -1.01657 -0.47844 -0.025 -0.254 -0.045
C 0.08280 -1.45609 0.10769 0.165 0.287 -0.143
O -0.42342 -2.66684 0.44562 0.157 -0.112 -0.015
N -0.67637 -0.34283 0.34771 0.003 -0.074 -0.082
H -0.07448 2.75092 -0.81026 -0.002 -0.140 0.129
H -0.08588 2.57580 0.95234 -0.093 0.023 -0.094
H -1.54382 2.19494 0.00981 0.161 -0.036 0.022
H 2.06950 -1.59512 -0.84978 -0.133 0.058 0.135
H 0.25065 -3.33170 0.25970 -0.139 0.037 0.043
H -1.60917 -0.34989 0.73010 0.154 0.045 -0.031
```
Forces are in eV/Å.

---

Among the records above, which one has the lowest energy? C36H30AsCl5F5NaPS

---

Among the records above, which one has the highest frontier orbital gap? C4H3F